Entry 1:
{
  "formula": "C30H42F8O32P2",
  "method": "the ωB97M-V functional and the def2-TZVPD basis",
  "smiles": "O=C1OC[C@@H](F)O1.O=C1OC[C@@H](F)O1.O=C1OC[C@@H](F)O1.O=C1OC[C@@H](F)O1.O=C1OC[C@@H](F)O1.O=C1OC[C@@H](F)O1.O=C1OC[C@@H](F)O1.O=C1OC[C@@H](F)O1.COP(=O)(OC)OC.COP(=O)(OC)OC",
  "gap_ev": 10.11,
  "homo_ha": -0.3807,
  "total_energy_ev": -137626.4824,
  "species": ["O", "C", "O", "C", "C", "F", "O", "H", "H", "H", "O", "C", "O", "C", "C", "F", "O", "H", "H", "H", "O", "C", "O", "C", "C", "F", "O", "H", "H", "H", "O", "C", "O", "C", "C", "F", "O", "H", "H", "H", "O", "C", "O", "C", "C", "F", "O", "H", "H", "H", "O", "C", "O", "C", "C", "F", "O", "H", "H", "H", "O", "C", "O", "C", "C", "F", "O", "H", "H", "H", "O", "C", "O", "C", "C", "F", "O", "H", "H", "H", "C", "O", "P", "O", "O", "C", "O", "C", "H", "H", "H", "H", "H", "H", "H", "H", "H", "C", "O", "P", "O", "O", "C", "O", "C", "H", "H", "H", "H", "H", "H", "H", "H", "H"],
  "coordinates": [[-8.825, -7.185, 11.140], [-9.354, -7.677, 12.094], [-10.574, -8.313, 12.168], [-10.944, -8.553, 13.511], [-9.608, -8.236, 14.131], [-8.913, -9.407, 14.321], [-8.883, -7.380, 13.352], [-11.899, -8.185, 13.888], [-11.258, -9.586, 13.661], [-9.857, -7.927, 15.146], [-16.121, -10.259, 13.934], [-16.570, -10.597, 15.037], [-16.883, -11.803, 15.423], [-17.518, -11.855, 16.585], [-17.651, -10.443, 17.106], [-17.179, -10.225, 18.288], [-16.848, -9.757, 16.095], [-18.562, -12.168, 16.582], [-16.983, -12.312, 17.417], [-18.688, -10.127, 17.225], [-13.552, -6.208, 14.387], [-14.703, -6.271, 14.795], [-15.243, -5.451, 15.628], [-16.406, -6.004, 16.133], [-16.925, -6.720, 14.969], [-17.550, -5.944, 14.100], [-15.695, -7.113, 14.391], [-16.250, -6.793, 16.869], [-17.191, -5.310, 16.432], [-17.709, -7.460, 15.128], [-12.668, -10.688, 15.630], [-13.182, -10.318, 16.717], [-13.626, -11.054, 17.724], [-13.672, -10.320, 18.900], [-14.054, -8.965, 18.265], [-13.309, -8.126, 18.874], [-13.403, -9.088, 17.001], [-14.341, -10.660, 19.691], [-12.628, -10.225, 19.197], [-15.090, -8.661, 18.412], [-19.971, -7.837, 16.218], [-20.899, -7.129, 15.763], [-22.076, -7.647, 15.520], [-22.898, -6.745, 15.022], [-21.971, -5.425, 14.846], [-22.660, -4.402, 15.416], [-20.892, -5.767, 15.627], [-23.371, -6.944, 14.060], [-23.827, -6.430, 15.497], [-21.719, -5.160, 13.819], [-8.274, -6.125, 16.073], [-9.322, -5.485, 16.108], [-10.361, -5.976, 16.812], [-11.426, -4.995, 16.797], [-11.082, -4.300, 15.487], [-11.532, -3.115, 15.740], [-9.687, -4.382, 15.546], [-12.420, -5.435, 16.712], [-11.332, -4.188, 17.524], [-11.396, -4.673, 14.512], [-21.312, -9.603, 12.548], [-20.214, -9.089, 12.253], [-19.062, -9.082, 12.935], [-17.935, -8.887, 12.077], [-18.590, -8.121, 10.928], [-18.095, -8.568, 9.809], [-19.900, -8.560, 11.069], [-17.065, -8.283, 12.333], [-17.513, -9.832, 11.736], [-18.455, -7.040, 10.947], [-11.894, -5.538, 12.045], [-12.696, -5.723, 11.191], [-12.887, -6.867, 10.376], [-14.253, -6.828, 9.873], [-14.702, -5.344, 10.209], [-15.836, -5.570, 10.890], [-13.631, -4.811, 10.976], [-14.312, -7.064, 8.811], [-14.852, -7.540, 10.442], [-14.948, -4.733, 9.340], [-20.288, -2.169, 12.628], [-19.423, -2.802, 13.571], [-18.796, -1.996, 14.849], [-18.670, -2.764, 16.156], [-17.386, -1.416, 14.343], [-16.399, -2.290, 13.589], [-19.704, -0.643, 14.970], [-20.932, -0.531, 15.580], [-20.679, -1.239, 13.040], [-21.084, -2.854, 12.336], [-19.914, -2.001, 11.618], [-16.619, -3.357, 13.543], [-15.361, -2.206, 13.909], [-16.431, -1.772, 12.631], [-21.300, -1.333, 16.221], [-21.633, -0.471, 14.747], [-20.939, 0.340, 16.235], [-23.045, -5.901, 18.379], [-21.714, -6.104, 18.723], [-21.132, -5.921, 20.227], [-21.889, -6.771, 21.233], [-21.120, -4.308, 20.425], [-20.530, -3.453, 19.436], [-19.504, -6.236, 20.014], [-19.122, -7.321, 19.156], [-23.431, -6.708, 17.756], [-22.788, -5.096, 17.690], [-23.625, -5.508, 19.214], [-19.886, -3.948, 18.709], [-19.895, -2.819, 20.056], [-21.048, -2.725, 18.810], [-18.630, -6.928, 18.266], [-19.941, -7.942, 18.794], [-18.485, -8.143, 19.480]],
  "atomic_forces_ev_per_a": [[-0.790, -1.394, 0.250], [-0.635, 2.354, -0.892], [0.606, 0.471, -1.793], [0.522, -1.346, -0.553], [-1.649, -0.730, 4.219], [0.505, -0.435, -0.416], [-1.119, -1.215, -0.224], [0.410, 1.908, -0.376], [1.068, -0.623, -0.294], [0.973, 0.871, 0.003], [-1.449, -1.097, 3.968], [1.186, 2.507, -2.521], [1.110, -2.184, -3.150], [-2.108, 0.455, 4.554], [-0.806, 0.394, -3.557], [2.236, 0.353, 2.864], [-0.680, 0.899, 0.220], [0.278, -0.974, -0.745], [0.297, -0.946, -0.480], [-0.070, 0.633, -1.156], [-2.565, -0.624, 0.773], [2.001, -0.706, -2.516], [0.865, 2.770, 2.673], [-2.439, -0.257, 0.864], [0.155, -1.633, -0.068], [-0.852, 2.270, -1.964], [0.458, -1.674, -1.190], [0.419, 0.365, 0.505], [0.666, 0.578, 0.391], [1.059, -1.030, 0.515], [-1.955, 0.837, 4.277], [1.940, -2.675, -4.874], [-0.260, -4.169, -0.717], [-0.187, 1.422, -0.729], [0.713, -2.595, 0.738], [1.931, 4.312, 2.476], [-1.892, 3.387, -0.228], [0.065, -0.443, -0.475], [-0.180, 0.142, 0.797], [-0.260, -0.087, -1.334], [-2.672, 2.989, -1.972], [4.010, -2.207, 3.282], [0.638, -2.616, 0.884], [-2.256, 4.968, -3.628], [-2.619, -1.547, 0.372], [0.335, 0.675, -0.082], [1.247, -1.131, -0.292], [0.849, -0.958, -0.519], [0.479, -0.316, 1.563], [0.234, 0.113, 0.151], [-2.076, 2.379, -0.328], [2.409, -3.934, 1.481], [-1.356, -0.237, 1.365], [0.340, -1.439, -1.950], [-0.331, -2.311, 1.230], [-0.570, 4.070, -0.989], [1.551, 2.452, -2.036], [0.275, -0.291, 0.540], [0.081, -0.599, 0.503], [-0.354, -0.068, 0.125], [4.087, 2.384, -0.587], [-1.786, -2.127, -0.090], [0.698, -0.534, 2.589], [0.151, 0.983, -1.350], [0.282, -0.873, 2.509], [0.733, -0.643, -2.772], [-2.661, 1.064, -1.997], [-0.435, -0.062, 1.651], [-0.448, -0.166, -0.009], [-0.503, 0.127, 0.151], [0.581, -0.744, -0.813], [0.545, -2.010, 0.537], [-0.327, 1.608, 0.855], [1.367, 1.390, 0.284], [1.347, -2.383, -1.238], [-1.196, 1.084, 1.442], [-2.874, 0.584, -1.299], [0.372, 0.035, 0.085], [-0.019, 0.174, 0.029], [0.270, 0.286, 0.272], [-0.813, -0.004, -0.513], [0.477, 0.371, 0.862], [0.415, -0.353, 2.067], [-0.739, 1.048, -3.095], [0.002, -1.298, -0.017], [-0.705, 1.383, -0.428], [3.314, -1.601, -0.761], [-1.864, 0.123, 0.493], [-0.072, -0.182, -0.294], [-0.370, -0.173, 0.877], [1.247, 0.349, 0.351], [-0.622, 0.250, 0.065], [-0.387, 0.447, 0.906], [0.038, -0.740, -0.304], [0.653, -0.597, -0.105], [-0.550, 0.487, 0.367], [-0.040, 0.255, -0.407], [0.320, 1.953, -1.219], [2.939, -1.485, 2.039], [-0.319, -1.368, 0.322], [1.968, 2.493, -2.018], [-0.942, -1.594, -0.371], [2.260, 0.758, 0.252], [-1.944, -0.333, 0.207], [-0.306, -0.775, -1.350], [-0.263, -0.315, 0.807], [-1.702, 0.526, -0.379], [-0.408, -0.546, -0.198], [0.006, -0.515, 0.302], [0.303, 0.039, -0.239], [-1.605, -0.561, 0.490], [-0.154, 0.308, 0.052], [-0.617, 0.654, -0.038], [0.514, 0.740, 1.494]]
}

=====

Entry 2:
{
  "formula": "C7H35NO12",
  "method": "the ωB97M-V functional and the def2-TZVPD basis",
  "gap_ev": 9.25,
  "homo_ha": -0.3313,
  "total_energy_ev": -33885.0437,
  "species": ["C", "C", "C", "C", "C", "N", "C", "C", "H", "H", "H", "H", "H", "H", "H", "H", "H", "H", "H", "H", "H", "O", "H", "H", "O", "H", "H", "O", "H", "H", "O", "H", "H", "O", "H", "H", "O", "H", "H", "O", "H", "H", "O", "H", "H", "O", "H", "H", "O", "H", "H", "O", "H", "H", "O"],
  "coordinates": [[-1.456, 3.173, 2.072], [-1.377, 1.645, 2.369], [0.077, 1.122, 2.161], [0.098, -0.277, 1.788], [-0.479, -0.923, 0.792], [-0.412, -2.403, 0.974], [0.284, -2.619, 2.171], [0.580, -1.387, 2.669], [-0.655, 3.735, 2.469], [-2.185, 3.790, 2.654], [-1.656, 3.330, 0.999], [-1.432, 1.572, 3.538], [-2.303, 1.216, 2.050], [0.492, 1.828, 1.354], [0.824, 1.252, 3.043], [-1.020, -0.534, 0.007], [-0.462, -3.084, 0.202], [0.664, -3.573, 2.529], [0.753, -1.247, 3.711], [-0.114, 0.454, -2.669], [0.142, -0.510, -1.528], [0.589, 0.039, -2.196], [0.411, 3.243, -2.304], [-0.722, 4.315, -1.866], [-0.502, 3.702, -2.494], [2.324, -0.415, -2.635], [3.881, -0.404, -2.774], [3.045, -0.974, -3.014], [0.778, 1.494, -1.301], [2.361, 2.156, -0.978], [1.280, 2.288, -1.067], [-1.923, 2.576, -2.383], [-3.081, 1.948, -3.355], [-2.334, 1.774, -2.783], [4.195, 1.632, -0.468], [3.370, 0.503, -0.463], [3.616, 1.194, -1.088], [1.829, -3.526, -1.648], [1.235, -3.785, -2.853], [1.217, -4.194, -1.984], [-2.942, 0.464, -1.482], [-2.775, 0.245, 0.052], [-2.607, -0.169, -0.814], [3.568, -3.376, -0.885], [3.076, -2.101, -1.829], [3.081, -2.510, -0.986], [-3.666, -1.744, -0.380], [-4.538, -1.776, 0.931], [-4.278, -2.172, 0.151], [2.238, -0.553, 1.228], [2.993, -1.197, 0.157], [3.057, -0.423, 0.648], [-2.832, -2.321, 2.108], [-2.904, -0.841, 2.746], [-3.400, -1.648, 2.658]],
  "atomic_forces_ev_per_a": [[-1.675, -0.063, 0.187], [1.281, 2.578, 4.812], [0.926, 2.265, -1.067], [1.054, -3.361, 2.338], [0.362, -4.146, -0.470], [0.691, 1.995, 0.099], [-0.067, 0.992, -1.688], [-0.729, 1.202, 0.358], [1.956, 0.118, -0.395], [-0.624, -1.241, -0.557], [0.472, 0.270, 0.410], [-0.537, 0.065, -1.803], [0.054, -1.121, -0.894], [-0.202, -1.346, 0.760], [-1.834, 0.119, -1.096], [-0.756, 0.317, -1.479], [-0.018, 0.706, 0.613], [-0.634, 0.109, -0.214], [0.871, 0.239, 0.504], [-1.057, 0.469, -0.932], [0.207, 0.062, -0.264], [0.212, -1.146, 0.849], [-1.992, 1.284, 0.597], [-0.112, 2.395, 2.704], [1.980, -3.343, -2.822], [0.211, -0.351, -0.593], [-2.310, -1.526, -0.737], [2.000, 2.165, 0.868], [1.216, -0.217, 0.182], [-3.711, -0.782, -0.787], [2.275, 1.609, 0.610], [-0.130, -0.064, -0.958], [0.100, 0.623, -0.046], [0.033, -0.834, 0.659], [0.883, 0.750, -0.132], [-1.066, -1.030, 0.574], [1.120, 1.281, -0.900], [0.064, -0.168, 1.377], [-0.784, -0.632, -0.922], [0.117, 0.560, -0.479], [0.425, -0.046, 0.137], [-0.085, -0.172, -0.510], [-0.684, 0.628, -0.122], [-0.581, 1.732, -0.666], [0.757, 0.814, -2.559], [0.434, -2.752, 3.403], [1.626, 1.942, -0.948], [-0.187, 1.773, 2.284], [-1.655, -4.009, -1.554], [1.380, 0.712, -0.747], [0.353, -2.962, -1.814], [-1.776, 1.403, 3.502], [-1.389, 2.193, 1.496], [0.661, 0.237, -0.004], [0.877, -2.292, -1.168]]
}

=====

Entry 3:
{
  "formula": "C18H14BF4FeN5S5",
  "method": "the ωB97M-V functional and the def2-TZVPD basis",
  "s2": 6.039,
  "spin_multiplicity": 5,
  "gap_ev": [3.54, 5.82],
  "homo_ha": [0.0085, -0.0777],
  "charge": -2,
  "total_energy_ev": -126461.9044,
  "species": ["Fe", "S", "C", "S", "C", "C", "S", "S", "S", "F", "B", "F", "F", "F", "N", "C", "C", "C", "C", "C", "C", "C", "C", "C", "C", "C", "C", "C", "H", "H", "H", "H", "H", "H", "H", "H", "H", "H", "N", "C", "N", "N", "C", "N", "H", "H", "H", "H"],
  "coordinates": [[1.004, 1.649, 0.871], [6.225, 5.627, -2.301], [5.027, 4.714, -1.555], [3.331, 5.205, -1.479], [2.747, 3.792, -0.646], [3.667, 2.741, -0.510], [3.233, 1.231, 0.170], [5.245, 3.001, -1.161], [1.132, 3.688, -0.150], [0.706, 2.430, 2.837], [0.716, 1.999, 4.229], [-0.459, 1.275, 4.458], [1.844, 1.202, 4.433], [0.757, 3.144, 5.026], [-0.585, 1.148, -0.017], [-1.433, 0.347, -0.452], [-0.994, -0.825, -1.307], [-1.509, -2.109, -1.141], [-0.975, -3.189, -1.834], [0.077, -2.999, -2.719], [0.601, -1.722, -2.890], [0.078, -0.651, -2.182], [-2.903, 0.472, -0.122], [-3.915, -0.001, -0.955], [-5.254, 0.191, -0.632], [-5.600, 0.849, 0.538], [-4.597, 1.323, 1.377], [-3.264, 1.141, 1.048], [-2.322, -2.268, -0.441], [-1.379, -4.183, -1.675], [0.487, -3.839, -3.270], [1.433, -1.561, -3.566], [0.513, 0.339, -2.265], [-3.655, -0.510, -1.876], [-6.026, -0.174, -1.300], [-6.643, 0.995, 0.795], [-4.856, 1.837, 2.295], [-2.467, 1.512, 1.680], [2.185, -4.445, 0.689], [1.980, -3.087, 0.748], [2.695, -2.340, -0.109], [1.112, -2.646, 1.618], [1.017, -1.322, 1.664], [0.971, -0.174, 1.662], [2.375, -4.809, -0.230], [1.478, -4.954, 1.196], [3.544, -2.718, -0.489], [2.657, -1.326, -0.061]],
  "atomic_forces_ev_per_a": [[-0.042, -0.228, -0.276], [0.072, 0.048, -0.054], [-0.033, 0.002, 0.122], [-0.024, -0.009, -0.066], [-0.111, 0.052, -0.033], [-0.042, -0.080, -0.075], [0.075, -0.012, 0.211], [-0.033, -0.054, -0.054], [0.150, 0.072, 0.026], [0.022, 0.178, 0.072], [0.011, -0.060, -0.073], [0.020, 0.009, 0.008], [-0.069, 0.034, 0.013], [-0.011, -0.042, -0.008], [-0.112, 0.132, 0.483], [0.065, -0.004, -0.322], [0.009, -0.078, 0.055], [-0.027, 0.029, 0.002], [0.029, -0.005, 0.007], [-0.014, 0.008, 0.004], [-0.008, 0.033, -0.001], [0.028, -0.005, -0.007], [-0.048, -0.010, 0.013], [0.013, 0.029, -0.011], [0.013, -0.017, -0.019], [0.016, 0.005, 0.009], [-0.007, 0.003, 0.006], [0.056, -0.046, 0.001], [-0.005, 0.004, -0.010], [-0.010, -0.005, -0.005], [0.006, 0.000, 0.000], [-0.006, -0.004, 0.001], [-0.008, -0.006, -0.007], [0.015, -0.014, -0.001], [-0.001, 0.000, -0.002], [0.002, 0.000, -0.001], [0.008, 0.000, 0.002], [-0.011, 0.015, 0.020], [0.030, -0.030, 0.019], [-0.075, 0.000, -0.086], [0.169, 0.090, 0.067], [-0.052, 0.105, 0.034], [0.094, -0.161, 0.076], [-0.035, 0.026, -0.064], [-0.024, -0.001, -0.010], [0.011, -0.005, -0.003], [-0.046, -0.016, -0.056], [-0.058, 0.019, -0.007]]
}

=====

Question: What is the formula in the third record?
Answer: C18H14BF4FeN5S5